(one)
Below is one molecule with the formula C4H3NO2, with properties calculated with the ωB97M-V functional and the def2-TZVPD basis.

Results
Total charge   0
2S+1   1
HOMO-LUMO gap   9.8 eV
LUMO level   -1.16 eV

Atoms and positions in Å:
N 1.610 1.993 -0.266
C 1.523 0.788 -0.185
C 1.117 -0.563 -0.166
O 1.808 -1.556 -0.140
C -0.372 -0.592 -0.294
C -1.208 0.309 0.518
O -1.302 0.200 -0.947
H -0.524 -1.719 -0.366
H -0.582 1.263 0.696
H -2.069 -0.124 1.150



(two)
Below is one molecule with the formula C4H3NO2, with properties calculated with the ωB97M-V functional and the def2-TZVPD basis.

Results
Total charge   0
2S+1   1
HOMO-LUMO gap   9.9 eV
LUMO level   0.03 eV

Atoms and positions in Å:
O -0.987 -2.214 -1.336
C -0.557 -1.109 -1.544
C 0.286 -0.399 -0.542
N 0.994 0.688 -0.541
C 0.821 1.194 0.737
C -0.017 0.384 1.426
O -0.346 -0.650 0.647
H -0.955 -0.446 -2.327
H 1.244 2.123 1.086
H -0.483 0.429 2.394



(three)
Below is one molecule with the formula C4H3NO2, with properties calculated with the ωB97M-V functional and the def2-TZVPD basis.

Results
Total charge   0
2S+1   1
HOMO-LUMO gap   10.7 eV
LUMO level   0.34 eV

Atoms and positions in Å:
O 2.520 1.107 0.250
C 1.515 0.505 0.454
C 0.359 -1.208 -2.148
N -0.373 -0.870 -1.288
C -1.201 -0.460 -0.262
C -0.849 0.472 0.625
O 0.325 1.163 0.639
H 1.426 -0.587 0.556
H -2.180 -0.924 -0.216
H -1.543 0.801 1.391



(four)
Below is one molecule with the formula C4H3NO2, with properties calculated with the ωB97M-V functional and the def2-TZVPD basis.

Results
Total charge   0
2S+1   1
HOMO-LUMO gap   10.9 eV
LUMO level   0.23 eV

Atoms and positions in Å:
C 2.922 -0.580 0.065
C 1.946 0.098 -0.056
C 0.696 0.909 -0.048
O 0.764 2.134 -0.007
O -0.313 0.001 0.210
N -1.603 0.625 0.157
C -2.432 -0.310 -0.134
H 3.662 -1.390 -0.003
H -2.150 -1.410 -0.198
H -3.490 -0.078 0.015



If we sort the structures by their calculated energies, the order from most to least stable is (two), (three), (one), (four).